--- i ---
10
Properties=species:S:1:pos:R:3:lowdin_charge:R:1 method="wB97M-V/def2-TZVPD" charge=-1 orbital_gap_ev="7.36 / 7.17" homo_ev="-3.98 / -3.82"
C -0.6966 -0.3778 -0.0272 -0.289
O 1.3458 2.0657 0.3443 -0.347
O 2.2423 -0.1719 1.0890 -0.380
O 0.4597 0.9401 2.4048 -0.384
O -1.4922 -0.6992 -2.2133 -0.129
O -0.5170 0.0859 -1.1575 -0.150
S 1.1868 0.8628 1.1297 0.570
H -0.2446 -1.2732 0.4583 0.068
H -1.5446 -0.2653 0.5270 0.030
H -0.7398 -1.1671 -2.5550 0.011

***

--- ii ---
10
Properties=species:S:1:pos:R:3:lowdin_charge:R:1 method="wB97M-V/def2-TZVPD" charge=-1 orbital_gap_ev=9.25 homo_ev=-5.37
C -1.0705 0.1447 -1.7187 -0.603
O 2.7200 -0.1335 0.8244 -0.160
O -1.9140 -0.4977 2.0838 -0.471
O -1.6982 0.3467 -0.6379 -0.234
O 0.0461 -0.3387 -1.8741 -0.069
O 0.1580 0.6772 1.5552 -0.488
S -0.8087 -0.3678 1.1449 0.851
H -1.7573 0.4791 -2.7272 0.144
H 2.4685 -0.6602 0.0922 -0.026
H 1.8560 0.3502 1.2574 0.055

***

Relative energies in eV: i 5.163; ii 0.000

***

--- i ---
12
Properties=species:S:1:pos:R:3:lowdin_charge:R:1 method="wB97M-V/def2-TZVPD" charge=-1 orbital_gap_ev=6.22 homo_ev=-2.89
S 1.8365 -0.2997 1.3445 -0.120
H 2.7713 -1.2387 1.5716 -0.454
C -0.6456 -1.7317 -0.6379 -0.516
S -1.2071 -0.3226 -1.6206 0.357
S -1.6620 1.1481 -0.2782 0.364
C -0.1180 1.9760 0.1773 -0.542
H -0.2602 -1.3688 0.2968 -0.088
H -1.4617 -2.4427 -0.5043 0.014
H 0.1875 -2.2064 -1.1499 0.021
H -0.2360 3.0319 -0.0800 0.012
H 0.0756 1.9001 1.2319 -0.021
H 0.7197 1.5543 -0.3511 -0.027

***

--- ii ---
12
Properties=species:S:1:pos:R:3:lowdin_charge:R:1 method="wB97M-V/def2-TZVPD" charge=-1 orbital_gap_ev=5.88 homo_ev=-2.61
C 1.5679 0.9118 1.3848 -0.518
S 0.8948 0.6232 3.0490 0.498
H 2.4743 1.4825 1.5992 0.003
H 0.7840 1.5340 0.8465 0.051
H 1.7579 -0.0838 1.1238 -0.020
C -0.9921 -0.4896 -2.2034 -0.590
S -2.0842 -1.8277 -1.5044 0.074
S -1.8013 -1.3551 0.6349 -0.359
H -0.0216 -0.7340 -1.9191 -0.046
H -0.8638 -0.7625 -3.2890 0.000
H -1.4246 0.6277 -2.1600 0.069
H -0.2913 0.0737 2.4377 -0.162

***

Relative energies in eV: i 0.000; ii 0.946

***

--- i ---
12
Properties=species:S:1:pos:R:3:lowdin_charge:R:1 method="wB97M-V/def2-TZVPD" charge=-1 orbital_gap_ev=5.99 homo_ev=-2.48
C -2.0684 -0.9752 -0.0267 -0.515
S -2.2076 0.4608 1.0922 0.535
H -1.6555 -0.7717 -1.0126 0.022
H -1.2680 -1.6167 0.3604 0.009
H -3.0236 -1.4837 0.0149 -0.002
C 2.2119 -0.0013 -0.2419 -0.586
S 1.8498 1.2381 1.0240 0.083
S 0.6795 2.5762 -0.0707 -0.260
H 2.7898 -0.8730 0.0643 0.010
H 2.7454 0.4988 -1.0531 0.001
H 1.2425 -0.3129 -0.6399 -0.013
H -1.2957 1.2606 0.4889 -0.285

***

--- ii ---
12
Properties=species:S:1:pos:R:3:lowdin_charge:R:1 method="wB97M-V/def2-TZVPD" charge=-1 orbital_gap_ev=5.65 homo_ev=-2.11
S -0.3991 2.5371 1.0244 0.009
H -1.7148 2.6351 0.7512 -0.298
C 1.7984 -0.3317 -0.3217 -0.223
C 0.3360 -0.7685 -0.4016 -0.665
S -0.6787 0.2322 0.7971 0.183
S -2.4968 -1.1535 0.0215 0.038
H 2.1554 -0.5187 0.7019 0.053
H 1.8309 0.7927 -0.3988 0.056
H 2.4595 -0.8478 -1.0519 0.062
H 0.1449 -1.8340 -0.0548 0.050
H -0.1243 -0.6145 -1.4077 0.047
H -3.3115 -0.1285 0.3405 -0.312

***

Relative energies in eV: i 0.000; ii 1.527

***

--- i ---
21
Properties=species:S:1:pos:R:3:lowdin_charge:R:1 method="wB97M-V/def2-TZVPD" smiles=CCCCCCO charge=0 orbital_gap_ev=11.32 homo_ev=-10.31
C 1.5480 3.0229 -0.5005 -0.125
C 1.4528 1.5154 -0.7305 -0.281
C 0.3939 0.8571 0.1550 -0.243
C 0.0306 -0.5663 -0.2656 -0.230
C -1.0676 -1.1639 0.6114 -0.210
C -1.5466 -2.5262 0.1432 -0.295
O -2.5689 -2.9487 1.0272 -0.073
H 2.3353 3.4807 -1.1087 0.067
H 1.7593 3.2525 0.5507 0.072
H 0.6001 3.5094 -0.7596 0.071
H 1.2123 1.3241 -1.7853 0.106
H 2.4290 1.0446 -0.5495 0.108
H 0.7391 0.8574 1.1990 0.118
H -0.5208 1.4686 0.1397 0.115
H 0.9253 -1.2056 -0.2391 0.119
H -0.3038 -0.5502 -1.3136 0.116
H -0.7192 -1.2566 1.6480 0.122
H -1.9336 -0.4894 0.6312 0.120
H -1.9221 -2.4512 -0.8910 0.119
H -0.7057 -3.2396 0.1360 0.120
H -2.9017 -3.7998 0.7206 0.084

***

--- ii ---
21
Properties=species:S:1:pos:R:3:lowdin_charge:R:1 method="wB97M-V/def2-TZVPD" smiles="C=CCCCC.O" charge=0 orbital_gap_ev=10.37 homo_ev=-9.65
C 1.1535 -2.1483 2.3652 -0.109
C 1.0318 -1.5738 0.9592 -0.275
C 1.0926 -0.0503 0.8824 -0.222
C -0.0332 0.6778 1.6463 -0.213
C -1.9122 1.3088 0.1122 -0.007
C -1.3605 0.4580 0.9694 -0.198
H 0.4083 -1.7476 3.0604 0.062
H 2.1054 -1.8157 2.7884 0.076
H 1.1188 -3.2336 2.3399 0.069
H 1.8610 -1.9596 0.3709 0.100
H 0.1258 -1.9059 0.4495 0.099
H 1.0644 0.2876 -0.1525 0.106
H 2.0569 0.2757 1.2873 0.107
H 0.1859 1.7418 1.7476 0.110
H -0.0988 0.2516 2.6425 0.089
H -1.4661 2.2648 -0.1504 0.060
H -2.8687 1.0489 -0.3301 0.048
H -1.9034 -0.4555 1.1827 0.098
H -1.1087 1.2078 -5.4657 0.030
H 0.3320 0.7108 -5.2949 0.030
O -0.2018 1.3792 -5.7333 -0.060

***

--- iii ---
21
Properties=species:S:1:pos:R:3:lowdin_charge:R:1 method="wB97M-V/def2-TZVPD" smiles="C=C(CC)CC.O" charge=0 orbital_gap_ev=9.71 homo_ev=-8.68
C -1.1764 1.9195 1.1885 -0.138
C -0.1772 0.8504 1.6699 -0.213
C 0.9810 0.5405 0.6864 -0.311
C 1.2488 1.4961 -0.2068 0.021
C 1.9301 -0.5227 1.2539 -0.209
C 2.9519 -0.9331 0.1974 -0.123
H -0.8785 2.9153 1.5216 0.066
H -1.4630 1.9725 0.1403 0.069
H -2.2006 1.8120 1.5908 0.068
H -0.7593 -0.0788 1.6703 0.110
H 0.3169 1.1380 2.5894 0.108
H 1.0003 2.5156 0.0614 0.066
H 1.8920 1.3505 -1.0663 0.053
H 2.4692 0.0442 2.0092 0.114
H 1.3743 -1.3011 1.7843 0.108
H 3.4489 -0.0696 -0.2627 0.064
H 3.8866 -1.3367 0.6472 0.073
H 2.6762 -1.6485 -0.5743 0.072
H -4.0332 -3.1427 -4.4458 0.032
H -5.3707 -2.4139 -4.2742 0.041
O -4.5812 -2.7045 -3.7808 -0.073

***

Relative energies in eV: i 0.000; ii 0.693; iii 1.847

***

--- i ---
21
Properties=species:S:1:pos:R:3:lowdin_charge:R:1 method="wB97M-V/def2-TZVPD" smiles=CC(C)CCCO charge=0 orbital_gap_ev=11.19 homo_ev=-10.19
C 1.8374 -0.8274 -0.2923 -0.270
O 2.1255 -1.0700 1.0724 -0.062
C 1.2834 0.5800 -0.5659 -0.180
C 0.0391 0.9035 0.2413 -0.200
C -1.1707 -0.0007 -0.0043 -0.457
C -2.2984 0.3649 0.9289 -0.091
C -1.6429 0.0254 -1.4414 -0.072
H 1.1744 -1.6107 -0.6694 0.109
H 2.7850 -0.8994 -0.8353 0.114
H 1.6265 -0.4411 1.5990 0.060
H 1.1127 0.6701 -1.6364 0.104
H 2.0834 1.2611 -0.2799 0.114
H 0.2597 0.8706 1.3193 0.106
H -0.2855 1.9413 0.1730 0.119
H -0.8735 -1.0212 0.2671 0.132
H -1.9965 0.3497 1.9747 0.079
H -3.1821 -0.2534 0.7614 0.081
H -2.6568 1.3829 0.7340 0.082
H -0.8510 -0.0863 -2.1700 0.065
H -2.2002 0.9491 -1.6253 0.086
H -2.3518 -0.7849 -1.6333 0.082

***

--- ii ---
21
Properties=species:S:1:pos:R:3:lowdin_charge:R:1 method="wB97M-V/def2-TZVPD" charge=0 orbital_gap_ev="10.95 / 8.85" homo_ev="-10.32 / -7.86"
C 2.7511 -1.9492 -0.1555 0.010
C 1.5413 -1.4650 -0.8191 -0.313
C 0.3789 -1.0832 0.1112 -0.225
C -0.3762 0.1133 -0.4558 -0.243
C -1.4882 0.6536 0.4320 -0.204
C -2.0831 1.9120 -0.1741 -0.301
O -3.1248 2.3675 0.6624 -0.069
H 4.1154 1.1500 4.0452 0.001
H 3.4935 -2.5210 -0.7041 0.042
H 2.9522 -1.7229 0.8869 0.044
H 1.8172 -0.5476 -1.4036 0.115
H 1.2225 -2.1669 -1.6059 0.112
H -0.2944 -1.9398 0.2468 0.117
H 0.7677 -0.8344 1.1072 0.109
H -0.7829 -0.1527 -1.4427 0.122
H 0.3567 0.9146 -0.6321 0.115
H -2.2824 -0.0916 0.5645 0.122
H -1.0986 0.8904 1.4302 0.122
H -1.2893 2.6712 -0.2774 0.120
H -2.4518 1.6881 -1.1897 0.120
H -3.4684 3.1878 0.2900 0.085

***

Relative energies in eV: i 0.000; ii 4.683

***

--- i ---
21
Properties=species:S:1:pos:R:3:lowdin_charge:R:1 method="wB97M-V/def2-TZVPD" smiles="C/C=C/CCC.O" charge=0 orbital_gap_ev=9.57 homo_ev=-8.70
C 1.6709 2.0349 -0.2421 -0.128
C 0.2477 1.6773 0.0063 -0.287
C -0.3578 0.6160 -0.9581 -0.226
C -1.2356 -0.5483 -0.6367 -0.134
C -1.6882 -1.3582 -1.6039 -0.172
C -2.3657 -2.6790 -1.2540 -0.102
H 2.3393 1.3260 0.2541 0.079
H 1.9930 2.9365 0.2963 0.071
H 1.8193 2.2414 -1.3005 0.080
H -0.4173 2.5453 -0.1346 0.101
H -0.0595 1.3709 1.0125 0.103
H 0.5822 0.1517 -1.3264 0.107
H -0.5915 1.0771 -1.9276 0.114
H -1.6550 -0.7013 0.3526 0.101
H -1.4097 -1.0879 -2.6189 0.100
H -3.2604 -2.8126 -1.8573 0.063
H -2.4884 -2.6197 -0.1749 0.063
H -1.7027 -3.5196 -1.4635 0.067
H 2.2538 -0.5650 4.8478 0.020
H 3.3903 0.3467 4.5303 0.032
O 2.9353 -0.4323 4.1987 -0.052

***

--- ii ---
21
Properties=species:S:1:pos:R:3:lowdin_charge:R:1 method="wB97M-V/def2-TZVPD" smiles=COCC(C)(C)C charge=0 orbital_gap_ev=10.77 homo_ev=-9.83
C -2.0023 1.3183 -1.6629 -0.115
O -0.9055 1.1592 -0.8029 -0.195
C -0.7685 -0.1674 -0.3512 -0.221
C 0.5340 -0.3228 0.4409 -0.595
C 0.5695 -1.7474 1.0059 -0.064
C 1.7217 -0.1065 -0.4998 -0.056
C 0.5700 0.6941 1.5912 -0.046
H -2.9349 0.9519 -1.2052 0.089
H -1.8504 0.7797 -2.6117 0.090
H -2.1070 2.3860 -1.8720 0.089
H -0.7553 -0.8594 -1.2133 0.133
H -1.6347 -0.4406 0.2791 0.135
H -0.3245 -1.9526 1.6089 0.083
H 1.4450 -1.8827 1.6515 0.087
H 0.6220 -2.4975 0.2066 0.084
H 1.7042 0.9011 -0.9260 0.086
H 1.6995 -0.8264 -1.3270 0.085
H 2.6688 -0.2431 0.0355 0.084
H 0.1969 1.6669 1.2595 0.081
H 1.5948 0.8269 1.9561 0.084
H -0.0432 0.3623 2.4367 0.083

***

--- iii ---
21
Properties=species:S:1:pos:R:3:lowdin_charge:R:1 method="wB97M-V/def2-TZVPD" smiles=C[C@H]1C[C@@H](C)C1.O charge=0 orbital_gap_ev=11.84 homo_ev=-10.86
C 0.7789 2.4545 -1.1211 -0.067
C 0.0655 1.1888 -0.7166 -0.391
C -0.0197 0.6284 0.7114 -0.110
C 0.6025 -0.1775 -1.1266 -0.161
C -0.2769 -0.7917 -0.0434 -0.332
C 0.0591 -2.2597 0.2993 -0.074
O -1.9571 -0.9117 2.2249 -0.061
H 0.3194 3.3417 -0.6723 0.075
H 0.6919 2.5510 -2.2101 0.079
H 1.8420 2.4337 -0.8626 0.077
H -0.9769 1.2511 -1.0579 0.141
H -0.7370 1.1710 1.3514 0.108
H 0.9534 0.6572 1.2238 0.121
H -1.2629 -0.2759 2.0184 -0.023
H 1.6462 -0.2679 -0.7883 0.124
H 0.5112 -0.5368 -2.1528 0.116
H -1.3189 -0.7768 -0.3862 0.133
H 0.7728 -2.4078 1.1149 0.078
H 0.5158 -2.7077 -0.5967 0.077
H -0.8322 -2.8698 0.5008 0.069
H -1.4768 -1.7453 2.2328 0.020

***

Relative energies in eV: i 1.287; ii 0.000; iii 0.986